Record 1
Density functional theory data (ωB97M-V/def2-TZVPD) for a molecular structure, C42H70BN13O2S3Tl in a non-equilibrium geometry.

HOMO level, eV: -7.8
E_tot, eV: -106031.011
Strongest force on any atom, eV/Å: 1.02
Charge: +1

Cartesian coordinates (Å):
1 Tl -0.175620 -0.207103 0.078270
2 C 3.005580 -3.541103 4.597270
3 C 2.159380 -2.430403 3.972470
4 C 2.871080 -1.855603 2.745670
5 C 1.949780 -1.339403 5.025270
6 N 0.877480 -2.982003 3.518370
7 C 0.595780 -4.322403 3.395270
8 C -0.623520 -4.432703 2.829770
9 N -1.107220 -3.178503 2.578270
10 B -2.513820 -3.057603 1.949570
11 N -2.512720 -3.598403 0.504070
12 C -3.674820 -4.122003 0.012570
13 C -3.438920 -4.611103 -1.217230
14 N -2.106020 -4.398403 -1.504830
15 C -1.560320 -3.742603 -0.437230
16 S 0.036780 -3.201403 -0.287930
17 C -1.545020 -4.933103 -2.746830
18 C -2.207320 -4.203503 -3.924930
19 C -1.859720 -6.433803 -2.811130
20 C -0.030120 -4.775703 -2.838030
21 N -3.091920 -1.637203 2.054370
22 C -3.416320 -1.142303 3.288670
23 C -3.898720 0.104097 3.135770
24 N -3.874420 0.404597 1.789870
25 C -3.383520 -0.689903 1.139570
26 S -3.299620 -0.922903 -0.527330
27 C -4.302220 1.723097 1.320770
28 C -4.034720 1.947797 -0.164830
29 C -3.507520 2.781497 2.099570
30 C -5.804320 1.869697 1.588570
31 C -0.179520 -2.297603 2.994270
32 S -0.349620 -0.616703 3.002070
33 H 3.901080 -3.104803 5.030770
34 H 3.312880 -4.273503 3.856070
35 H 2.457580 -4.038503 5.393570
36 H 3.846780 -1.458803 3.014370
37 H 2.268080 -1.055703 2.327070
38 H 2.997680 -2.621703 1.983270
39 H 2.920080 -0.989303 5.366570
40 H 1.395180 -1.728103 5.875970
41 H 1.403780 -0.497603 4.609470
42 H 1.263680 -5.096103 3.708470
43 H -1.201020 -5.302303 2.590970
44 H -3.227520 -3.779903 2.586670
45 H -4.581620 -4.094003 0.579470
46 H -4.114520 -5.086303 -1.896430
47 H -3.251020 -4.488003 -4.025030
48 H -1.696220 -4.453403 -4.853030
49 H -2.166120 -3.127803 -3.764830
50 H -2.927520 -6.625903 -2.813930
51 H -1.422120 -6.945003 -1.957130
52 H -1.438920 -6.855903 -3.719930
53 H 0.255780 -3.730403 -2.901330
54 H 0.331180 -5.299103 -3.720230
55 H 0.450480 -5.196003 -1.960730
56 H -3.264720 -1.720903 4.176270
57 H -4.244720 0.795097 3.874470
58 H -2.970920 1.853597 -0.379130
59 H -4.364020 2.950897 -0.429430
60 H -4.572520 1.229297 -0.775130
61 H -2.444720 2.559897 2.025070
62 H -3.780020 2.806997 3.149970
63 H -3.694620 3.764897 1.675670
64 H -6.363320 1.135097 1.013670
65 H -6.135220 2.862097 1.294170
66 H -6.033820 1.729897 2.641270
67 O 7.507680 0.171597 0.002370
68 C 6.832480 -0.832103 -0.715430
69 C 5.344980 -0.661203 -0.570330
70 C 4.450480 -1.555003 -1.152230
71 C 3.095480 -1.357803 -0.944130
72 N 2.604080 -0.381603 -0.195830
73 C 3.453580 0.465097 0.394770
74 C 4.829980 0.375397 0.188770
75 C 2.890580 1.422297 1.364470
76 C 3.700180 2.118597 2.264770
77 C 3.117880 2.902097 3.250970
78 C 3.992280 3.683997 4.200670
79 O 4.563080 4.810097 3.571670
80 C 1.730980 2.952797 3.309770
81 C 1.005080 2.227397 2.380270
82 N 1.561180 1.508497 1.423970
83 H 8.452980 -0.009703 -0.004830
84 H 7.098980 -1.832003 -0.338630
85 H 7.097680 -0.794703 -1.784330
86 H 4.803480 -2.388703 -1.743330
87 H 2.363980 -2.034503 -1.368030
88 H 5.520980 1.084997 0.608270
89 H 4.774580 2.046397 2.231070
90 H 4.839380 3.071997 4.520070
91 H 3.414880 3.981297 5.084970
92 H 3.873580 5.458897 3.392370
93 H 1.219980 3.517697 4.071670
94 H -0.074220 2.203097 2.418370
95 N -0.448920 0.768397 -5.287630
96 C -1.522120 -0.086703 -4.695230
97 C -1.340220 -0.078503 -3.174130
98 N -0.035420 -0.564103 -2.803530
99 C 1.006180 0.233597 -3.388330
100 C 0.907380 0.268097 -4.926030
101 H -0.553720 1.718597 -4.892130
102 H -0.548120 0.823697 -6.306630
103 H -1.408220 -1.100003 -5.087430
104 H -2.500420 0.298097 -4.980530
105 H -2.112620 -0.675603 -2.686730
106 H -1.429920 0.941997 -2.786230
107 H 0.076380 -1.563403 -2.930530
108 H 1.982980 -0.148403 -3.092630
109 H 0.896880 1.250397 -2.988830
110 H 1.027180 -0.735403 -5.345030
111 H 1.670380 0.926097 -5.346430
112 C -2.172120 5.696197 -2.558530
113 N -0.984020 4.907097 -2.828430
114 C -1.121820 4.058697 -3.984630
115 C -0.358220 4.330497 -1.724230
116 N -0.106520 3.079097 -1.754030
117 N -0.076120 5.239297 -0.726430
118 C 0.469980 6.539797 -1.059030
119 C 0.266280 4.782197 0.597370
120 H -3.054220 5.053897 -2.448930
121 H -2.342820 6.396197 -3.375930
122 H -2.041520 6.256897 -1.640630
123 H -1.340520 4.686397 -4.848630
124 H -1.927220 3.318997 -3.862530
125 H -0.168020 3.552597 -4.134130
126 H 0.430180 2.742997 -0.959630
127 H 0.381880 6.714297 -2.128230
128 H 1.529680 6.584197 -0.781030
129 H -0.056920 7.328197 -0.515430
130 H -0.336920 3.913697 0.850870
131 H 0.037180 5.580997 1.303870
132 H 1.330680 4.529997 0.697170

Cartesian forces (eV/Å) of the 6 atoms listed first:
-0.536 0.166 0.064
-0.220 0.088 -0.130
0.596 0.418 0.126
-0.119 -0.018 0.086
0.004 0.023 -0.071
-0.654 -0.201 -0.345

=====

Record 2
Density functional theory data (ωB97M-V/def2-TZVPD) for a molecular structure, C20H50AlCa2FN2O10SSi in a non-equilibrium geometry.

HOMO level, eV: -3.9
E_tot, eV: -109901.745
Strongest force on any atom, eV/Å: 4.50

Cartesian coordinates (Å):
1 C 6.778715 4.391208 -1.778822
2 C 6.894049 3.336321 -2.884538
3 O 5.586377 2.912099 -3.264747
4 C 5.428675 1.547685 -3.530494
5 C 4.166824 0.987284 -2.831068
6 C 4.403986 0.318777 -1.460775
7 S 5.650854 0.927024 -0.380256
8 O 6.940564 0.466162 -0.827606
9 O 5.227513 0.494615 0.917905
10 C 3.482024 -0.065915 -3.703488
11 O 2.247829 -0.396502 -2.963954
12 Al 1.683323 1.315884 -2.364664
13 C 1.419148 1.530160 -0.358251
14 N 2.568921 2.308418 0.167655
15 C 0.069954 1.724900 -3.481920
16 C -1.147335 1.820628 -2.571030
17 O -2.338328 1.362588 -3.222925
18 Si -3.756203 1.557705 -2.379394
19 C -4.248606 3.359089 -2.319796
20 C -3.541777 0.986327 -0.597755
21 C -5.045371 0.502145 -3.191948
22 O 3.221694 2.019852 -2.724541
23 H 5.731903 4.589966 -1.558749
24 H 7.270064 5.320649 -2.062127
25 H 7.273657 4.064355 -0.863739
26 H 7.483251 2.491832 -2.523755
27 H 7.384265 3.785990 -3.751599
28 H 6.311392 0.986468 -3.214713
29 H 5.286209 1.387702 -4.608354
30 H 3.520394 0.339551 -0.834401
31 H 4.679196 -0.727306 -1.613883
32 H 5.562718 2.273202 -0.448164
33 H 3.196214 0.370684 -4.660050
34 H 4.036385 -0.996978 -3.824867
35 H 1.354116 0.577696 0.178504
36 H 0.472852 2.057453 -0.179960
37 H 2.866924 1.958477 1.073710
38 H 2.312412 3.275370 0.309583
39 H -0.136842 0.916435 -4.209680
40 H 0.202004 2.628226 -4.075455
41 H -1.234212 2.853445 -2.221239
42 H -1.008531 1.173969 -1.691418
43 H -4.560237 3.632261 -1.311052
44 H -5.037626 3.601079 -3.029382
45 H -3.385184 3.990734 -2.541581
46 H -4.476070 0.616972 -0.177577
47 H -2.797818 0.182960 -0.566755
48 H -3.128618 1.786770 0.018107
49 H -4.970325 0.556391 -4.277676
50 H -4.883546 -0.541408 -2.905471
51 H -6.046974 0.772592 -2.858876
52 Ca 0.480797 -1.354727 -3.003187
53 C 4.587458 2.388706 3.609393
54 O 4.360000 3.502776 4.305031
55 H 3.686093 1.708415 3.473461
56 H 4.955251 2.525596 2.559164
57 H 5.336837 1.682268 4.056820
58 C -1.556527 -4.203673 1.750263
59 N -2.571062 -3.333657 2.401624
60 C -1.975153 -2.786480 3.662269
61 C -3.780090 -4.143944 2.751581
62 C -2.954435 -2.159273 1.526411
63 C -3.626654 -2.516913 0.225629
64 O -2.762514 -3.279275 -0.599289
65 H -1.144682 -4.879077 2.499235
66 H -2.064684 -4.799954 0.988429
67 H -0.743955 -3.576536 1.326592
68 H -1.713854 -3.615533 4.315581
69 H -2.720174 -2.155900 4.140014
70 H -1.088886 -2.207228 3.411529
71 H -4.184536 -4.598005 1.851411
72 H -4.499696 -3.467351 3.211267
73 H -3.487086 -4.915279 3.460782
74 H -2.031535 -1.609264 1.335594
75 H -3.615949 -1.542770 2.136411
76 H -3.877214 -1.584183 -0.276913
77 H -4.564889 -3.067730 0.333988
78 H -3.512473 -3.349637 -1.616443
79 O -5.690628 -2.716176 5.054842
80 C -5.629070 -3.138727 6.211721
81 C -3.930388 -2.282633 7.087787
82 O -3.942203 -2.767093 8.205459
83 H -5.404550 -4.207680 6.392080
84 H -6.383132 -2.816739 6.950596
85 H -4.241578 -1.238552 6.900778
86 H -3.213867 -2.642619 6.320005
87 Ca -1.044393 -4.620069 -0.585213
88 F -4.421381 -3.563077 -2.191673

Cartesian forces (eV/Å) of the 6 atoms listed first:
0.291 -0.052 0.047
-0.098 0.389 0.162
0.085 -0.155 0.366
-0.089 -0.384 -0.196
-0.016 0.700 -0.214
0.043 0.019 -0.541